{"formula": "C26H40O14S", "method": "the ωB97M-V functional and the def2-TZVPD basis", "e_homo_ha": -0.3603, "total_energy_ha": -2466.288511, "max_force_ha_per_bohr": 0.0586, "lumo_energy_ev": 0.2, "homo_lumo_gap_ev": 10.0, "elements": ["C", "C", "C", "O", "O", "C", "C", "S", "C", "O", "O", "H", "H", "H", "H", "H", "H", "H", "H", "H", "H", "O", "C", "O", "C", "C", "C", "H", "H", "H", "H", "H", "H", "O", "C", "O", "C", "C", "C", "H", "H", "H", "H", "H", "H", "O", "C", "O", "C", "C", "C", "H", "H", "H", "H", "H", "H", "O", "C", "O", "C", "C", "C", "H", "H", "H", "H", "H", "H", "O", "C", "O", "C", "C", "C", "H", "H", "H", "H", "H", "H"], "coordinates": [[-5.44786, 0.56774, 0.45425], [-5.34742, 2.04411, 0.88072], [-3.98918, 2.24368, 1.54458], [-3.90207, 2.08504, 2.73051], [-2.91200, 2.53201, 0.75016], [-1.75441, 1.90182, 1.32055], [-0.56310, 1.93685, 0.32242], [0.82379, 1.14238, 1.19069], [1.21725, -0.49688, 0.34278], [1.05076, -0.61234, -0.85892], [1.60180, -1.31591, 1.13251], [-5.21260, -0.09652, 1.29111], [-4.75566, 0.36479, -0.36439], [-6.45657, 0.37091, 0.08123], [-6.08810, 2.29233, 1.64711], [-5.51870, 2.74914, 0.05799], [-1.96282, 0.83374, 1.48153], [-1.40107, 2.37593, 2.25662], [-0.31233, 2.98845, 0.10694], [-0.79488, 1.43899, -0.62473], [0.34285, 0.76171, 2.40555], [3.70023, -7.30125, 1.04299], [3.62224, -6.13498, 1.29689], [3.55140, -5.65088, 2.56133], [3.35543, -4.22272, 2.52728], [3.85977, -3.78475, 1.16674], [3.54181, -4.99584, 0.30009], [2.29217, -4.01380, 2.66155], [3.90951, -3.76148, 3.34218], [3.40365, -2.86077, 0.81757], [4.94164, -3.63490, 1.20267], [2.52937, -4.95244, -0.10555], [4.26626, -5.12780, -0.49925], [-0.50329, -2.80117, -4.97862], [0.43578, -2.33141, -4.40745], [0.43026, -1.10536, -3.82829], [1.74406, -0.79572, -3.32287], [2.42562, -2.13932, -3.13837], [1.80135, -2.97193, -4.25481], [2.25839, -0.16615, -4.05576], [1.65374, -0.24883, -2.38848], [3.51179, -2.08041, -3.18523], [2.15425, -2.56059, -2.16806], [2.34682, -2.86924, -5.19429], [1.71005, -4.01942, -3.97980], [-4.66493, -1.89734, -0.86500], [-3.57908, -2.40298, -0.86264], [-2.66469, -2.19489, -1.83771], [-1.50511, -3.01327, -1.60592], [-1.53534, -3.33450, -0.12154], [-3.03284, -3.37125, 0.16724], [-1.58177, -3.90897, -2.22683], [-0.61016, -2.46494, -1.88865], [-1.01274, -4.25598, 0.13033], [-1.07241, -2.52179, 0.44268], [-3.46305, -4.35772, -0.01282], [-3.26080, -3.03620, 1.17587], [0.88796, 4.08797, -1.17332], [0.79832, 3.86209, -2.34804], [1.56293, 2.94913, -2.98320], [1.29696, 2.98607, -4.39734], [-0.08447, 3.60382, -4.52535], [-0.11974, 4.55365, -3.33323], [2.06971, 3.58911, -4.87938], [1.33750, 1.97628, -4.79972], [-0.25129, 4.09038, -5.48458], [-0.84781, 2.83323, -4.40311], [0.29668, 5.53267, -3.57593], [-1.12137, 4.65799, -2.92426], [-0.56686, 2.21351, 3.81316], [0.16370, 2.88688, 4.49439], [1.32691, 2.43190, 4.99055], [1.91597, 3.42844, 5.84942], [1.29894, 4.74367, 5.40738], [-0.08776, 4.30570, 4.94950], [1.67312, 3.18017, 6.88437], [2.99667, 3.41641, 5.73016], [1.28878, 5.49917, 6.19051], [1.85450, 5.14749, 4.55911], [-0.80607, 4.29027, 5.77068], [-0.46034, 4.91697, 4.13154]], "atomic_forces_ev_per_a": [[-0.0380, 0.6095, -0.2849], [0.4209, 0.4648, -0.0435], [-1.2819, 0.4099, 0.0807], [0.6518, -0.1147, 0.2087], [-0.1961, -0.8495, 0.1981], [1.3180, -0.1394, -0.4478], [-1.3670, 0.8946, 0.6227], [0.3921, 1.2618, -0.3370], [-0.1413, -2.6303, -1.4618], [-1.0915, 1.7187, 0.9596], [0.5969, -0.1144, 2.1486], [-0.1623, 0.0906, -0.1534], [-0.0972, -0.0370, 0.1422], [0.1705, -0.1670, 0.1290], [0.1788, -0.1704, -0.0460], [0.2345, -0.3386, -0.0883], [-0.2360, 0.3093, 0.3178], [-0.9899, -0.3318, -0.9302], [0.2634, -0.6620, 0.1813], [0.3759, -0.3148, 0.2661], [-0.2933, -0.0172, -0.5488], [0.0867, -0.0364, 0.2707], [-0.2442, -0.1957, -0.3644], [0.0661, 0.0019, -0.0594], [-0.0436, 0.2072, 0.0549], [0.0746, 0.2665, -0.3089], [0.3328, 0.3758, 0.3203], [0.0013, -0.0104, -0.0361], [-0.0164, -0.2052, 0.0969], [-0.0862, -0.0291, 0.1230], [-0.0193, -0.0371, 0.0391], [0.0198, -0.0775, -0.0577], [-0.1867, -0.2222, -0.1116], [-0.3243, 0.1662, 0.1012], [0.2408, -0.1215, -0.3567], [-0.0817, -0.2033, -0.0875], [0.6080, 0.4451, -0.2830], [0.1206, -0.1456, -0.0974], [0.1895, 0.2059, 0.6359], [0.0087, -0.1653, -0.2349], [0.0136, -0.0483, -0.8904], [0.0014, 0.0741, -0.0293], [-0.0197, 0.1091, 0.0278], [-0.0825, -0.0968, -0.0516], [-0.0890, -0.0699, -0.3085], [0.1021, 0.0066, -0.2049], [-0.2433, -0.2688, -0.0097], [-0.1066, 0.0791, 0.1849], [0.3459, -0.1883, -0.0143], [-0.0182, -0.0885, 0.1816], [0.5739, 0.1874, 0.0263], [-0.0774, 0.0253, -0.0144], [-0.1626, 0.1844, -0.0699], [0.0109, 0.0041, -0.0677], [0.0545, -0.0277, -0.0385], [-0.0957, 0.0427, 0.0468], [-0.2968, -0.0973, -0.0462], [0.2378, -0.1373, -0.0138], [0.0240, 0.4422, -0.0251], [-0.0825, 0.0314, 0.1473], [-0.0425, -0.0980, -0.3460], [-0.1857, 0.1023, -0.0855], [-0.1501, -0.4651, -0.3206], [0.0063, 0.0238, 0.0607], [0.0995, -0.0460, 0.1948], [0.0827, -0.0172, 0.0004], [0.0474, -0.0143, -0.0224], [-0.0351, 0.0368, 0.1161], [0.1099, 0.2229, 0.1721], [0.7914, -0.1505, 0.7399], [-0.4424, 0.0714, 0.2134], [-0.0686, -0.0207, -0.1452], [0.2349, 0.2268, 0.2000], [-0.0661, 0.1990, 0.0046], [0.4985, 0.2102, -0.0684], [-0.0473, -0.0442, -0.0381], [-0.0354, -0.2303, -0.0857], [0.0154, -0.0723, 0.0425], [0.0149, -0.0165, 0.0306], [-0.0960, -0.0323, -0.0965], [-0.2760, -0.1409, 0.0457]]}